# 1
The following is a quantum chemistry calculation of a 2-piece molecular cluster, C8H19N3O overall, from OMol25.

Kohn-Sham gap   0.333 hartree
ΔE to the lowest compared entry with this formula, charge and spin   1.4763 eV
Net charge   +2
Total energy   -555.0372 Ha
E_LUMO   -7.07 eV
HOMO energy   -16.12 eV
Multiplicity   1

Cartesian coordinates (Å):
1 O -0.270809 3.733087 -0.704759
2 N 1.766262 3.495315 0.355147
3 N 0.291846 0.789131 0.179421
4 N -1.002823 -1.899671 -0.583392
5 C -0.992306 -3.393709 -0.425564
6 C 0.362033 -1.405981 -0.916272
7 C -1.237591 -1.185904 0.717617
8 C 0.474137 3.702263 0.373064
9 C 0.969187 -0.320099 -0.431170
10 C -1.311978 -4.079143 -1.763335
11 C -1.001049 0.369695 0.583133
12 C 2.502022 3.339866 1.577156
13 H -1.762023 -3.881850 0.237751
14 H -1.889237 0.841330 -0.012955
15 H 1.895738 2.759404 2.320012
16 H 2.981146 4.349490 1.795698
17 H -1.721169 -3.159136 -2.319035
18 H 0.963865 -2.251818 -1.518874
19 H -1.304892 0.818790 1.559682
20 H -0.033355 -3.762152 -0.088036
21 H 2.048466 -0.179300 -0.526651
22 H 0.008367 3.949037 1.335244
23 H 0.894825 1.271292 0.788921
24 H -1.978364 -4.963630 -1.561988
25 H -0.410897 -4.365458 -2.464772
26 H 3.344377 2.706808 1.441438
27 H -2.301176 -1.364625 1.026027
28 H -0.591166 -1.612876 1.502306
29 H -1.724693 -1.669624 -1.211550
30 H -1.185331 3.954075 -0.698726
31 H 2.216587 3.415391 -0.565538

Force components x, y, z for each atom (eV/Å):
3.4 -0.7 0.0
-2.3 -0.1 -1.8
0.8 -3.1 -2.0
2.3 0.4 3.2
-0.4 -2.7 -0.2
2.1 -3.1 -2.4
-1.5 1.0 1.0
-0.7 0.9 -0.3
-0.7 1.5 0.1
1.0 1.3 -2.0
-3.9 0.6 1.1
0.9 1.0 1.2
0.6 1.8 0.0
1.8 -1.0 0.1
0.4 1.4 -0.2
-1.0 -1.3 0.7
-0.6 -2.2 -0.1
-1.3 2.4 1.5
0.6 -0.6 -0.3
0.3 0.6 0.5
-0.4 -0.3 -0.4
0.1 -0.4 -0.1
0.3 0.3 1.2
0.5 1.2 -0.9
-1.6 0.3 1.8
0.7 -0.7 -0.6
0.9 0.3 -0.3
-0.1 0.0 -0.6
-1.0 0.6 -1.3
-1.4 0.5 0.8
-0.1 0.0 0.4

# 2
The following is a quantum chemistry calculation of C5H13N4O2 as an isolated structure, from OMol25.

Kohn-Sham gap (alpha / beta)   0.284 / 0.284 hartree
ΔE to the lowest compared entry with this formula, charge and spin   4.5066 eV
Net charge   +1
Total energy   -567.3306 Ha
E_LUMO (alpha / beta)   -4.27 / -4.26 eV
HOMO energy (alpha / beta)   -12.00 / -12.00 eV
Multiplicity   1

Cartesian coordinates (Å):
1 O -3.112653 -1.232871 1.685289
2 O -1.811291 1.192882 1.726522
3 N 0.396156 -0.588030 1.804864
4 N 1.268784 1.243883 0.726276
5 N -2.431585 -0.803606 0.757660
6 N -1.837924 0.320122 0.685236
7 C 0.901841 -0.004582 0.660846
8 C 1.783885 -0.918402 -0.175902
9 C -0.969495 0.105663 -0.401407
10 C -0.948796 1.163357 -1.467169
11 C -1.769353 -1.192017 -0.483673
12 H -2.448736 -1.218391 -1.277779
13 H -0.061288 1.860228 -1.190704
14 H -2.066845 0.706950 2.538784
15 H 1.938747 1.667731 0.133756
16 H 0.904296 1.854986 1.369234
17 H 0.626784 -1.590163 1.904465
18 H 2.072745 -0.352481 -1.185963
19 H -1.316293 -2.218564 -0.341702
20 H 1.301930 -1.769418 -0.483607
21 H 2.704846 -1.174208 0.442203
22 H -1.958486 1.559722 -1.426493
23 H -0.065939 -0.107515 2.487387
24 H -0.753362 0.808201 -2.495573

Force components x, y, z for each atom (eV/Å):
0.6 -0.1 -0.6
0.1 0.2 -0.4
2.0 -3.2 -2.2
1.3 1.3 -0.9
-1.0 0.2 1.0
-0.2 2.0 2.2
-1.3 -2.6 -0.3
2.1 3.3 -0.8
1.8 -0.7 -0.3
1.3 0.2 0.4
1.3 -2.7 -0.3
-1.2 -0.2 -1.2
-2.0 -0.6 -0.6
-0.4 -0.2 -0.3
0.5 -0.1 -0.7
-1.1 1.4 1.9
-0.5 1.2 0.4
-0.3 -1.2 2.3
-0.1 1.3 -0.2
-1.2 -2.2 -0.5
-1.0 0.4 -1.0
0.2 1.1 -0.5
-0.9 1.3 2.0
-0.1 -0.2 0.7

# 3
The following is a quantum chemistry calculation of C18H10BrN4O4Pt as an isolated structure, from OMol25.

Kohn-Sham gap (alpha / beta)   0.281 / 0.187 hartree
Net charge   +3
Total energy   -3903.9706 Ha
E_LUMO (alpha / beta)   -11.41 / -14.08 eV
HOMO energy (alpha / beta)   -19.05 / -19.17 eV
Multiplicity   5

Cartesian coordinates (Å):
1 Pt 0.697792 0.875332 -0.690881
2 Br 1.290935 3.792411 -0.033477
3 O 1.877326 -0.784518 -1.696788
4 O -4.585426 -3.431068 2.618636
5 O -2.941149 -3.245560 3.998357
6 O 3.849432 -0.989322 -2.824308
7 N 0.114044 -0.164592 1.125745
8 N -1.322518 0.280984 -1.008524
9 N -3.518242 -2.986916 2.974750
10 N 2.500731 1.709177 -1.235722
11 C -3.335015 0.089973 -2.326098
12 C 0.895367 -0.324061 2.221459
13 C -3.919115 -0.712636 -1.365423
14 C 2.961080 -0.420758 -2.129577
15 C -1.584095 -1.523488 2.190621
16 C 2.728432 2.990613 -0.912667
17 C 3.912583 3.632076 -1.207974
18 C -3.176327 -1.010567 -0.197729
19 C -0.739839 -1.670615 3.338078
20 C 4.893986 2.899904 -1.864203
21 C 0.495744 -1.054720 3.324648
22 C -1.083102 -0.735489 1.120281
23 C -3.658032 -1.807132 0.843094
24 C 4.677673 1.561962 -2.209901
25 C -2.047050 0.563527 -2.119194
26 C -2.864038 -2.071351 2.005238
27 C -1.881093 -0.481443 -0.077729
28 C 3.463733 1.017906 -1.871512
29 H 5.835449 3.376119 -2.109546
30 H -1.071725 -2.240509 4.191302
31 H 4.066323 4.667789 -0.937767
32 H 1.859158 0.166967 2.184232
33 H 5.431467 0.985238 -2.726486
34 H 1.157365 -1.137636 4.176606
35 H -1.559268 1.191759 -2.853535
36 H -4.644180 -2.256827 0.814147
37 H -3.858040 0.355166 -3.234878
38 H -4.920364 -1.107696 -1.493277

Force components x, y, z for each atom (eV/Å):
-0.1 0.1 -0.4
-0.2 0.2 0.2
0.0 -0.7 -0.2
0.0 0.1 -0.1
0.2 0.2 0.0
-0.1 -0.9 -0.3
0.3 -0.3 0.8
-0.4 0.0 -0.3
-0.3 -0.6 0.3
0.5 0.8 0.3
-0.1 -0.1 0.1
-0.1 0.2 -0.5
0.1 0.1 0.0
0.5 1.3 0.2
0.3 0.0 0.3
-0.1 -0.3 -0.1
0.2 0.0 -0.1
0.0 0.1 -0.1
0.0 0.1 -0.3
0.0 0.1 0.0
-0.1 -0.2 0.2
-0.3 0.1 -0.4
0.4 -0.2 0.7
-0.1 0.1 0.0
0.3 0.0 0.2
-0.5 0.3 -0.8
0.2 -0.1 0.3
-0.4 -0.2 0.1
0.0 0.0 0.0
0.0 0.0 0.0
0.0 0.0 0.0
0.0 0.0 0.1
0.0 0.0 0.0
0.0 0.0 0.0
0.0 0.0 0.0
0.0 0.0 0.0
0.0 0.0 0.0
0.0 0.0 0.0

> net charge of number 3 (C18H10BrN4O4Pt)?

+3

> Look up the multiplicity of the first one.

1

> Which of these has the highest multiplicity?

C18H10BrN4O4Pt